{"formula": "C24H32N3O5", "method": "ωB97M-V/def2-TZVPD", "e_tot_ha": -1473.37790, "orbital_gap_ev": 9.103, "homo_ev": -11.81, "charge": 1, "e_above_lowest_ev": 18.439, "elements": ["O", "O", "O", "O", "O", "N", "N", "N", "C", "C", "C", "C", "C", "C", "C", "C", "C", "C", "C", "C", "C", "C", "C", "C", "C", "C", "C", "C", "C", "C", "C", "C", "H", "H", "H", "H", "H", "H", "H", "H", "H", "H", "H", "H", "H", "H", "H", "H", "H", "H", "H", "H", "H", "H", "H", "H", "H", "H", "H", "H", "H", "H", "H", "H"], "coordinates": [[-0.59600, -3.02698, -0.35163], [0.92441, 1.16654, -0.63359], [-5.60958, 1.76623, 0.61828], [-6.30268, -0.39243, 0.22914], [-2.62151, -3.74253, -0.85325], [3.39845, 1.15664, -1.41152], [-0.86272, 2.02206, 0.44206], [2.69490, 3.31892, 0.23215], [0.32791, 2.10324, 0.22267], [3.25465, 2.14044, 1.03871], [5.64450, -0.49813, 0.87782], [-2.09358, -4.92207, -0.97565], [-3.18168, 1.43441, 0.49673], [6.02550, -1.54013, 1.29184], [4.96077, -2.75721, 1.60309], [-4.00030, 0.16241, 0.27583], [-1.74860, -2.76125, -0.42645], [1.14619, 3.27754, 0.71034], [-7.11834, 1.95529, 0.94710], [-2.26701, -1.29914, -0.29168], [-5.48414, 0.48555, 0.37163], [3.66372, 2.50223, -2.16507], [3.37562, -0.78599, 0.54551], [-7.70960, 2.22513, -0.39062], [-1.30502, -0.47463, -0.09937], [3.72750, -2.17547, 1.32406], [-1.98946, -5.69300, 0.40181], [3.69546, 0.18339, -2.13242], [-1.86761, 1.08066, 0.23123], [4.35515, -0.02802, 0.66662], [-3.65780, -1.04780, -0.13426], [4.13211, 1.40137, -0.03504], [0.93130, 4.08789, 0.18461], [5.03976, 1.65966, -0.23638], [7.01844, -1.87561, 1.48398], [2.28807, 1.36314, -1.25110], [3.83051, 2.50484, 1.88800], [-7.31544, 3.01483, -1.10863], [-4.26752, -1.92917, -0.26597], [-7.17066, 3.03353, 1.49011], [3.06347, 2.32612, -3.12566], [-1.19444, 2.90031, 1.00883], [-8.81531, 2.69837, -0.15541], [6.57465, 0.17231, 0.61976], [4.70182, -0.12810, -2.31792], [3.21834, 4.02355, 0.47373], [-3.60853, 2.28666, 0.78887], [2.50008, 1.41270, 1.26775], [-7.89288, 1.39059, -1.04914], [-3.09439, -5.69944, 1.02627], [-1.75192, -6.71874, 0.01618], [3.45817, 3.36738, -1.47466], [2.33109, -0.81047, 0.55671], [-0.26045, -0.43702, -0.06141], [3.14960, 0.07524, -2.86530], [5.12555, -3.56521, 1.90806], [-1.17154, -5.27185, 0.98000], [-2.90332, -5.24455, -1.58858], [3.27831, -0.86954, -1.80943], [4.90734, 2.24115, -2.39448], [1.07961, 3.30821, 1.75528], [2.85953, -2.83228, 1.56455], [-1.26985, -4.92883, -1.58908], [-7.55061, 1.20712, 1.65440]], "forces_ev_per_angstrom": [[1.61, 0.13, 0.73], [-2.01, 3.65, 3.37], [-3.87, -0.15, 1.74], [-0.44, 1.02, 0.27], [-1.37, 8.74, 2.20], [-3.26, 12.39, 7.71], [-6.54, 3.93, 4.09], [-6.61, -8.26, 1.73], [9.86, -3.78, -6.60], [1.58, 1.25, -4.15], [1.13, 12.71, -4.25], [-1.63, -4.91, 1.54], [3.64, -8.61, -2.64], [1.52, -16.39, 5.59], [-2.93, 18.62, -6.46], [-2.26, 4.39, 0.36], [-1.52, 0.05, -1.74], [3.99, -1.82, -0.72], [1.49, 4.39, 0.51], [-1.30, -5.34, 0.00], [2.39, -2.46, -0.34], [3.58, -2.52, -1.66], [-2.49, -9.65, 5.36], [-4.43, 1.93, -1.03], [-1.06, 8.53, 1.56], [-0.52, -1.70, -0.97], [-2.37, -0.55, -1.14], [5.19, -11.63, 1.43], [-0.06, -3.14, -0.27], [2.47, 6.65, -3.66], [1.96, -0.84, -0.13], [-5.15, -5.30, 3.19], [-2.47, 3.92, -1.53], [5.30, 2.73, -1.39], [0.78, 0.38, -0.21], [1.13, -1.33, 0.83], [0.05, -0.44, 0.06], [0.38, -0.74, 1.67], [-0.73, 0.51, 0.00], [0.55, -2.67, -0.88], [0.96, 1.06, 1.29], [0.34, -2.19, -1.21], [2.40, -1.31, -0.62], [-2.14, -0.40, 0.43], [1.01, 0.74, -0.24], [2.44, 5.70, 2.10], [-1.22, 3.19, 1.01], [-0.39, 0.13, 0.48], [0.01, -0.65, 0.24], [3.34, 0.09, -1.92], [-0.17, 0.56, 1.13], [0.21, -1.23, -1.54], [-1.37, 1.16, -1.01], [1.07, -0.93, -0.33], [-4.86, 0.27, -8.56], [2.60, -11.97, 4.83], [-0.16, -0.20, 0.25], [-0.33, -2.42, -0.51], [0.78, 1.61, 0.87], [-3.50, 1.69, 0.15], [-0.19, 0.61, 1.57], [0.33, 0.72, -0.48], [2.55, -0.19, -0.89], [0.67, 0.28, -1.18]], "lowdin_charge": [0.13, -0.10, -0.03, 0.12, -0.01, -0.21, 0.12, -0.01, -0.34, -0.08, -0.16, -0.33, 0.12, -0.06, 0.08, -0.06, -0.36, -0.01, -0.15, -0.12, -0.51, 0.04, -0.02, -0.12, 0.13, 0.01, -0.03, -0.17, -0.06, -0.24, 0.05, -0.10, 0.08, 0.07, 0.11, 0.14, 0.14, 0.10, 0.14, 0.16, 0.12, 0.23, 0.14, 0.17, 0.14, 0.04, 0.07, 0.09, 0.06, 0.15, 0.08, 0.08, 0.10, 0.08, 0.03, -0.04, 0.05, 0.13, 0.18, 0.18, 0.12, 0.10, 0.10, 0.14]}